12
Properties=species:S:1:pos:R:3:mulliken_charge:R:1 method="wB97M-V/def2-TZVPD" multiplicity=2 homo_ev="-23.857 / -23.000" e_lumo_ev="-17.87 / -18.24" molar_mass_g_mol=162.5 total_charge=+3 s_squared=0.760
O -0.238 0.684 0.735 0.11
C 2.229 -0.295 -0.206 0.04
H 2.440 -1.169 0.433 0.34
H 2.863 0.585 0.006 0.32
C -1.963 -1.330 0.656 0.16
O -1.736 -0.334 -0.012 -0.02
O 1.326 -0.381 -1.265 -0.52
Li 0.591 1.219 -1.992 0.94
H -2.886 -1.885 0.436 0.34
H -1.146 -1.760 1.258 0.34
Cu -1.371 3.007 0.066 1.12
O -0.110 1.658 -0.116 -0.17

=====

9
Properties=species:S:1:pos:R:3:mulliken_charge:R:1 method="wB97M-V/def2-TZVPD" homo_ev="-19.415 / -18.326" e_lumo_ev="-9.61 / -8.68" molar_mass_g_mol=80.1 total_charge=+1 relative_energy_ev=3.842
C -0.713 -0.329 0.186 -0.20
C 0.790 -0.054 -0.036 -0.22
N 0.273 -1.212 0.520 0.33
F 0.684 -1.695 1.721 -0.04
F 0.654 -2.842 -1.313 -0.01
H -1.309 0.367 0.841 0.30
H -1.301 -0.549 -0.664 0.29
H 1.371 -0.143 -0.887 0.26
H 1.293 0.698 0.763 0.30

=====

9
Properties=species:S:1:pos:R:3:mulliken_charge:R:1 method="wB97M-V/def2-TZVPD" homo_ev=-9.660 e_lumo_ev=0.76 molar_mass_g_mol=98.1 relative_energy_ev=1.608 smiles="C=C(F)F.S"
C -0.856 0.945 1.578 -0.69
C 0.070 0.009 1.444 0.53
F 1.128 -0.058 2.160 -0.20
F 0.035 -1.034 0.517 -0.22
H -0.839 1.654 2.301 0.32
H -1.595 0.797 0.882 0.28
S 0.317 -0.424 -3.385 -0.31
H 1.323 -1.334 -3.559 0.15
H 0.418 -0.555 -1.938 0.15

=====

9
Properties=species:S:1:pos:R:3:mulliken_charge:R:1 method="wB97M-V/def2-TZVPD" homo_ev=-10.681 e_lumo_ev=0.72 molar_mass_g_mol=94.1 relative_energy_ev=5.039 smiles=F[SiH3].C#CF
F -2.814 1.371 0.016 -0.26
Si -2.214 -0.081 -0.232 0.58
H -0.930 -0.034 0.393 -0.13
H -2.147 -0.255 -1.723 -0.08
H -2.953 -0.805 0.673 -0.11
C 3.025 0.506 0.014 -0.22
C 2.574 -0.523 0.431 0.09
F 1.930 -1.624 0.520 -0.21
H 3.528 1.445 -0.091 0.35

=====

10
Properties=species:S:1:pos:R:3:mulliken_charge:R:1 method="wB97M-V/def2-TZVPD" homo_ev=-10.292 e_lumo_ev=0.95 molar_mass_g_mol=99.1 relative_energy_ev=0.127 smiles=NCC(F)(F)F
N -0.007 -0.131 1.494 -0.58
C -0.611 -0.261 0.170 -0.67
C 0.279 0.233 -0.900 0.83
F 0.452 1.571 -0.878 -0.25
F 1.496 -0.286 -1.051 -0.27
F -0.335 -0.136 -2.106 -0.28
H 0.783 -0.792 1.585 0.26
H 0.336 0.770 1.641 0.26
H -0.892 -1.282 0.022 0.38
H -1.501 0.314 0.023 0.33

=====

40
Properties=species:S:1:pos:R:3:mulliken_charge:R:1 method="wB97M-V/def2-TZVPD" homo_ev=-4.563 e_lumo_ev=-1.78 molar_mass_g_mol=753.7 total_charge=-2 relative_energy_ev=20.895
Zr -0.390 -0.194 0.174 1.99
O -1.276 -3.473 0.216 -0.45
C -2.151 -4.023 -0.785 -0.40
C -3.279 -3.100 -1.320 -0.30
O -3.015 -1.691 -1.184 -0.49
H -2.415 -5.024 -0.445 0.35
H -1.508 -4.365 -1.596 0.31
H -4.139 -3.289 -0.677 0.29
H -3.750 -3.349 -2.271 0.35
N 1.130 -0.485 -2.897 -0.10
S 2.065 -1.570 -3.623 0.97
O 3.376 -1.112 -4.142 -0.55
O 1.452 -2.733 -4.305 -0.60
F 2.364 -2.203 -2.194 -0.28
S 0.873 0.179 -4.474 0.96
O -0.204 -0.332 -5.326 -0.57
O 1.960 0.964 -5.076 -0.54
F 0.096 1.424 -3.856 -0.28
N -0.907 3.187 0.273 -0.17
S 0.174 4.526 -0.162 1.04
O 0.749 5.225 0.995 -0.57
O 0.055 5.209 -1.449 -0.54
F 1.340 3.513 -0.454 -0.25
S -1.942 4.332 0.466 0.95
O -2.560 4.859 -0.777 -0.57
O -1.813 5.103 1.719 -0.55
F -3.135 3.312 0.914 -0.34
N 2.344 -0.176 2.214 -0.16
S 4.093 -0.216 1.994 1.04
O 4.688 -1.485 2.210 -0.56
O 4.806 0.991 2.440 -0.57
F 4.251 -0.055 0.424 -0.24
S 2.538 -0.528 3.778 1.00
O 3.725 -0.197 4.597 -0.51
O 1.619 -1.583 4.240 -0.61
F 1.670 0.876 4.160 -0.35
N -3.239 -0.639 4.079 0.98
O -3.818 0.216 4.801 -0.57
O -3.373 -1.858 4.064 -0.59
O -2.451 -0.235 3.253 -0.51

=====

8
Properties=species:S:1:pos:R:3:mulliken_charge:R:1 method="wB97M-V/def2-TZVPD" homo_ev=-9.815 e_lumo_ev=0.43 molar_mass_g_mol=174.0 relative_energy_ev=0.038 smiles=C[C@H](F)I
C -0.019 -0.283 0.195 -0.83
C -0.614 0.617 -0.825 -0.02
F -1.656 1.307 -0.202 -0.27
I -1.380 -0.178 -2.657 0.06
H -0.738 -0.105 1.036 0.27
H -0.154 -1.382 -0.117 0.25
H 0.980 -0.043 0.617 0.25
H 0.075 1.442 -1.036 0.29

=====

8
Properties=species:S:1:pos:R:3:mulliken_charge:R:1 method="wB97M-V/def2-TZVPD" homo_ev="-8.904 / -8.435" e_lumo_ev="-0.24 / 0.07" molar_mass_g_mol=174.0 relative_energy_ev=3.902
C 1.521 -0.857 0.353 -0.87
C -1.265 0.826 -0.360 -0.25
F -1.431 2.055 0.172 -0.18
I -2.766 -0.492 -0.034 0.12
H 1.533 -1.895 0.763 0.30
H 1.731 -0.436 -0.650 0.31
H 1.511 -0.080 1.140 0.28
H -0.835 0.879 -1.385 0.30

=====

9
Properties=species:S:1:pos:R:3:mulliken_charge:R:1 method="wB97M-V/def2-TZVPD" homo_ev=-9.510 e_lumo_ev=-0.35 molar_mass_g_mol=190.0 relative_energy_ev=2.285
C -0.704 0.496 -0.049 -0.52
C -0.088 -0.967 -1.688 -0.41
O -0.352 0.224 -1.348 -0.02
F 1.375 -2.542 -0.068 -0.36
I 0.353 -0.949 -3.786 0.00
H -0.370 -0.335 0.534 0.30
H -1.778 0.524 0.190 0.26
H -0.433 1.519 0.303 0.25
H 0.920 -2.197 -0.733 0.50

=====

9
Properties=species:S:1:pos:R:3:mulliken_charge:R:1 method="wB97M-V/def2-TZVPD" multiplicity=3 homo_ev="-5.940 / -10.418" e_lumo_ev="0.78 / -3.72" molar_mass_g_mol=190.0 relative_energy_ev=0.894 s_squared=2.005
C 1.162 0.484 0.272 -0.74
C -1.000 -0.391 -0.214 0.00
O -0.161 0.396 0.735 -0.34
F -1.001 -1.701 0.243 -0.28
I -3.088 0.284 -0.040 0.16
H 1.826 -0.517 0.347 0.24
H 1.627 1.366 0.686 0.30
H 1.252 0.599 -0.745 0.36
H -0.617 -0.520 -1.284 0.30

=====

Repeat the eighth record exactly.
8
Properties=species:S:1:pos:R:3:mulliken_charge:R:1 method="wB97M-V/def2-TZVPD" homo_ev="-8.904 / -8.435" e_lumo_ev="-0.24 / 0.07" molar_mass_g_mol=174.0 relative_energy_ev=3.902
C 1.521 -0.857 0.353 -0.87
C -1.265 0.826 -0.360 -0.25
F -1.431 2.055 0.172 -0.18
I -2.766 -0.492 -0.034 0.12
H 1.533 -1.895 0.763 0.30
H 1.731 -0.436 -0.650 0.31
H 1.511 -0.080 1.140 0.28
H -0.835 0.879 -1.385 0.30

=====

Repeat the seventh record exactly.
8
Properties=species:S:1:pos:R:3:mulliken_charge:R:1 method="wB97M-V/def2-TZVPD" homo_ev=-9.815 e_lumo_ev=0.43 molar_mass_g_mol=174.0 relative_energy_ev=0.038 smiles=C[C@H](F)I
C -0.019 -0.283 0.195 -0.83
C -0.614 0.617 -0.825 -0.02
F -1.656 1.307 -0.202 -0.27
I -1.380 -0.178 -2.657 0.06
H -0.738 -0.105 1.036 0.27
H -0.154 -1.382 -0.117 0.25
H 0.980 -0.043 0.617 0.25
H 0.075 1.442 -1.036 0.29